[1]
A gas-phase ion, C9H13BNO (charge +1) at a distorted geometry. Source: OMol25; level of theory: ωB97M-V/def2-TZVPD.

Last column: Mulliken charge in e.
CARTESIAN COORDINATES (ANGSTROEM)
C -0.886 -1.581 -1.521  -1.21
N -1.161 -0.297 -0.855  0.04
C -2.533 0.059 -0.308  -0.71
C -2.314 0.619 1.138  -0.41
O -0.957 0.373 1.470  -0.48
B -0.199 -0.047 0.507  0.16
C 1.325 -0.150 0.681  1.16
C 1.770 0.532 1.993  -0.79
C 1.830 1.759 1.445  -0.40
C 1.669 1.231 0.063  -0.24
C 2.237 0.666 -1.046  -0.60
C 2.260 -0.717 -0.359  -0.80
H -0.478 -2.353 -0.974  0.43
H -1.807 -1.850 -1.917  0.49
H -0.226 -1.446 -2.288  0.44
H -0.995 0.452 -1.436  0.32
H -2.936 0.645 -1.008  0.43
H -2.928 -0.965 -0.305  0.37
H -2.482 1.612 1.061  0.38
H -3.106 0.267 1.829  0.35
H 1.877 -0.034 2.898  0.48
H 2.028 2.809 1.692  0.46
H 2.681 1.018 -1.918  0.52
H 3.205 -0.922 0.166  0.33
H 2.124 -1.679 -1.008  0.24

The calculation puts the LUMO energy at -3.08 eV. Its net charge is +1. The value obtained for the HOMO energy is -12.0181 eV. The SMILES is C[N@H+]1CCOB1[C@]12C=CC1=CC2. The calculation puts the HOMO-LUMO gap at 0.3284 hartree.

[2]
9 unconnected molecules or ions with the total composition BH22NO7 at a distorted geometry. Source: OMol25; level of theory: ωB97M-V/def2-TZVPD.

Last column: Mulliken charge in e.
CARTESIAN COORDINATES (ANGSTROEM)
N 49.913 40.122 4.511  -0.45
H 50.291 39.536 3.939  0.27
H 50.415 40.328 5.421  0.32
H 48.924 39.771 4.951  0.39
H 49.663 41.088 4.383  0.42
B 48.779 37.768 8.170  0.83
H 49.737 37.937 8.956  -0.62
H 47.585 37.668 8.703  -0.19
H 48.576 38.719 7.293  -0.43
H 48.844 36.699 7.480  -0.21
O 51.930 35.528 6.890  -0.66
H 51.004 35.783 7.176  0.33
H 51.911 35.557 5.960  0.29
O 47.967 34.247 9.540  -0.63
H 48.243 35.109 9.068  0.33
H 47.235 34.730 9.964  0.31
O 45.100 36.081 8.859  -0.62
H 45.268 36.040 9.774  0.33
H 46.027 36.138 8.570  0.26
O 51.192 37.888 11.708  -0.63
H 52.152 38.124 11.719  0.32
H 51.035 38.057 10.694  0.24
O 46.367 37.420 5.701  -0.71
H 47.086 37.410 6.431  0.34
H 45.478 37.955 5.895  0.32
O 48.466 41.172 9.623  -0.62
H 48.393 40.319 9.030  0.28
H 47.890 41.673 9.189  0.27
O 51.613 39.910 7.676  -0.71
H 51.180 39.070 8.110  0.28
H 51.257 40.740 8.176  0.37

The calculation puts the LUMO energy at -1.64 eV. The value obtained for the HOMO energy is -9.6332 eV. The calculation puts the HOMO-LUMO gap at 0.2936 hartree.

[3]
C6H13N3 in the gas phase at a distorted geometry. Source: OMol25; level of theory: ωB97M-V/def2-TZVPD.

Last column: Mulliken charge in e.
CARTESIAN COORDINATES (ANGSTROEM)
C 1.512 1.957 0.010  -0.90
N 1.311 0.552 -0.466  -0.03
C 2.213 -0.468 0.105  -0.50
N 1.546 -1.727 0.126  -0.51
C 0.357 -1.491 -0.238  -0.31
C -0.014 0.020 -0.435  0.03
C -0.919 0.467 0.694  -0.20
C -2.286 -0.161 0.611  -0.81
N -3.100 0.055 -0.592  -0.57
H 1.460 2.081 1.092  0.36
H 2.487 2.466 -0.315  0.26
H 0.601 2.566 -0.464  0.28
H 2.443 -0.258 1.170  0.35
H 3.165 -0.457 -0.405  0.34
H -0.453 -2.226 -0.211  0.41
H -0.550 0.160 -1.407  0.05
H -0.533 0.085 1.673  0.17
H -0.926 1.593 0.697  0.32
H -2.242 -1.282 0.765  0.31
H -2.853 0.139 1.493  0.40
H -3.559 1.035 -0.591  0.27
H -2.523 0.000 -1.460  0.28

The calculation puts the LUMO energy at 0.90 eV. The value obtained for the HOMO energy is -8.4617 eV. The SMILES is CN1CN=C[C@H]1CCN. The calculation puts the HOMO-LUMO gap at 0.3441 hartree.

[4]
A molecular structure, C13H17IN2OSn at a distorted geometry. Source: OMol25; level of theory: ωB97M-V/def2-TZVPD.

Last column: Mulliken charge in e.
CARTESIAN COORDINATES (ANGSTROEM)
C 1.506 3.542 0.708  -0.99
C 2.883 0.574 0.277  -1.45
H 1.359 4.039 -0.279  0.36
H 2.611 3.313 0.801  0.25
H 1.140 4.232 1.508  0.44
H 3.003 0.169 -0.732  0.47
H 3.550 1.432 0.229  0.48
H 3.161 -0.094 1.106  0.38
C -2.217 1.758 -0.465  0.02
C -3.515 1.480 -0.913  -0.91
C -3.764 0.258 -1.529  -0.44
C -2.702 -0.641 -1.627  -0.63
H -2.045 2.717 0.037  0.43
H -4.307 2.217 -0.784  0.40
H -4.737 -0.028 -1.907  0.49
H -2.817 -1.629 -2.068  0.29
N -1.168 0.896 -0.528  0.19
C -1.426 -0.314 -1.118  0.64
C -0.321 -1.301 -1.191  0.56
N 0.886 -0.894 -0.752  -0.05
C 1.832 -1.779 -0.493  0.21
C 0.620 -3.528 -1.515  -0.46
C 1.803 -3.089 -0.913  -1.06
H 2.721 -1.507 0.047  0.42
H 2.714 -3.681 -0.766  0.45
C -0.467 -2.641 -1.627  -0.69
H -1.435 -2.941 -2.031  0.34
H 0.541 -4.557 -1.879  0.44
Sn 0.996 1.401 0.616  1.39
I -0.870 2.700 2.662  0.17
C 0.079 -0.426 3.068  -0.50
O 0.734 -0.127 1.904  -0.33
H -0.709 0.331 3.287  0.08
H 0.783 -0.483 3.906  0.33
H -0.423 -1.399 2.962  0.28

The calculation puts the LUMO energy (alpha / beta) at -9.94 / -11.17 eV. Its net charge is +2. The value obtained for the HOMO energy (alpha / beta) is -15.7794 / -15.7675 eV. The calculation puts the HOMO-LUMO gap (alpha / beta) at 0.2145 / 0.1691 hartree.

[5]
A molecular structure, C30H31BF5IrNPSe2 at a distorted geometry. Source: OMol25; level of theory: ωB97M-V/def2-TZVPD.

Last column: Löwdin spin population.
CARTESIAN COORDINATES (ANGSTROEM)
Ir 1.220 0.750 -1.441  0.11
Se 1.242 -1.509 -0.692  0.00
P -0.601 -1.888 -1.852  0.00
Se -0.699 0.171 -2.675  0.00
C -0.418 -3.125 -3.133  0.00
C 0.173 -4.349 -2.823  0.00
C 0.287 -5.318 -3.804  0.00
C -0.182 -5.065 -5.087  0.00
C -0.760 -3.843 -5.397  0.00
C -0.878 -2.867 -4.421  0.00
C -1.988 -2.308 -0.791  0.00
C -1.867 -3.396 0.073  0.00
C -2.921 -3.734 0.902  0.00
C -4.093 -2.986 0.874  0.00
C -4.210 -1.900 0.021  0.00
C -3.156 -1.555 -0.814  0.00
H 0.561 -4.545 -1.830  0.00
H 0.749 -6.268 -3.572  0.00
H -0.088 -5.824 -5.852  0.00
H -1.111 -3.644 -6.401  0.00
H -1.321 -1.911 -4.672  0.00
H -0.953 -3.979 0.112  0.00
H -2.831 -4.577 1.574  0.00
H -4.918 -3.254 1.521  0.00
H -5.120 -1.315 0.004  0.00
H -3.249 -0.702 -1.474  0.00
C 1.728 -0.213 4.211  0.00
C 1.045 -0.467 2.865  0.00
C 0.375 -1.846 2.874  0.00
C 0.016 0.596 2.519  0.04
C -1.054 0.777 3.386  0.00
C -2.101 1.630 3.077  0.03
C -2.123 2.295 1.861  0.00
C -1.088 2.149 0.951  0.03
C -1.057 2.929 -0.343  0.00
C -0.419 4.306 -0.169  0.00
C -2.417 3.014 -1.025  0.00
C 0.001 1.332 1.315  0.04
N 1.142 1.297 0.465  0.41
C 2.315 1.777 1.013  0.03
C 2.355 2.624 2.140  0.09
C 3.564 3.087 2.610  -0.01
C 4.757 2.730 1.983  0.12
C 4.750 1.926 0.848  -0.01
C 3.538 1.498 0.390  0.09
F 3.460 0.737 -0.734  0.02
H 2.557 -0.910 4.347  0.00
H 1.033 -0.368 5.037  0.00
H 2.123 0.800 4.293  0.00
H 1.816 -0.483 2.092  0.00
H -0.392 -1.897 3.648  0.00
H 1.114 -2.621 3.087  0.00
H -0.098 -2.069 1.917  0.00
H -1.077 0.222 4.315  0.00
H -2.909 1.767 3.784  0.00
H -2.950 2.950 1.621  0.00
H -0.412 2.321 -0.977  0.00
H -1.040 4.940 0.467  0.00
H -0.306 4.789 -1.140  0.00
H 0.572 4.237 0.285  0.00
H -3.112 3.643 -0.465  0.00
H -2.870 2.028 -1.141  0.00
H -2.303 3.459 -2.014  0.00
H 1.428 2.931 2.603  0.00
H 3.583 3.750 3.464  0.00
H 5.699 3.101 2.363  0.01
H 5.654 1.652 0.322  0.00
F 0.659 2.656 -3.420  0.00
B 2.069 2.555 -3.364  0.00
F 2.399 1.153 -3.550  0.00
F 2.732 3.370 -4.198  0.00
F 2.370 2.790 -1.960  0.00

The calculation puts the LUMO energy (alpha / beta) at -4.27 / -5.51 eV. As for the spin multiplicity: 2. Its net charge is +1. The value obtained for the HOMO energy (alpha / beta) is -11.5147 / -11.6155 eV. Its expectation value of S² is 0.78. The calculation puts the HOMO-LUMO gap (alpha / beta) at 0.2662 / 0.2244 hartree.

[6]
2 unconnected molecules or ions with the total composition C10H16O at a distorted geometry. Source: OMol25; level of theory: ωB97M-V/def2-TZVPD.

Last column: Mulliken charge in e.
CARTESIAN COORDINATES (ANGSTROEM)
C 1.430 0.808 2.599  -1.27
C 1.152 1.345 1.249  1.04
C 1.871 2.292 0.628  -0.46
C 1.427 2.941 -0.515  -0.46
C 0.128 2.546 -1.004  -0.26
C -0.657 1.703 -0.294  -0.52
C -0.208 0.971 0.789  -0.74
H 1.619 1.718 3.230  0.34
H 2.272 0.111 2.456  0.29
H 0.505 0.339 2.960  0.33
H 2.697 2.733 1.133  0.38
H 1.887 3.817 -0.956  0.39
H -0.370 2.913 -1.993  0.23
H -1.613 1.489 -0.755  0.34
H -0.776 0.217 1.290  0.37
C -1.066 -3.502 0.246  -1.53
C -1.483 -2.414 -0.726  0.95
C -0.266 -1.609 -0.866  -0.84
O -1.779 -2.976 -2.022  -0.57
H -0.970 -3.218 1.316  0.37
H -0.012 -3.773 0.103  0.37
H -1.779 -4.271 0.239  0.39
H -2.550 -1.916 -0.412  0.17
H 0.376 -1.764 -1.792  0.50
H -0.345 -0.431 -0.690  -0.32
H 0.361 -1.966 0.062  0.17
H -1.036 -2.681 -2.657  0.35

The calculation puts the LUMO energy at 0.84 eV. The value obtained for the HOMO energy is -8.7706 eV. The SMILES is Cc1ccccc1.CC(C)O. The calculation puts the HOMO-LUMO gap at 0.3534 hartree.